{
  "formula": "C3H11N5",
  "method": "wB97M-V/def2-TZVPD",
  "homo_lumo_gap_ev": 8.148,
  "e_lumo_ev": 1.02,
  "mol_weight_g_mol": 117.156,
  "e_homo_ev": -7.13,
  "e_above_lowest_kj_mol": 348.8,
  "symbols": ["C", "C", "C", "N", "N", "N", "N", "N", "H", "H", "H", "H", "H", "H", "H", "H", "H", "H", "H"],
  "positions_angstrom": [[1.3010, 0.1637, 0.0365], [-0.9552, 1.1509, 0.9360], [-1.7992, 0.6655, -0.0532], [1.2980, 0.8752, -1.1546], [2.2770, 0.5330, 0.9543], [-0.6939, -2.5935, -0.4831], [0.6861, -0.9795, 0.2156], [-0.1453, -1.3289, -0.7784], [2.1880, 1.2931, -1.3851], [0.9030, 0.3395, -1.9176], [2.1989, 0.0019, 1.8102], [2.3285, 1.5275, 1.1267], [-1.3868, -2.8065, -1.1904], [-1.1193, -2.6028, 0.4447], [-0.9243, 0.7061, 1.9189], [-0.3775, 2.0503, 0.7826], [-1.0909, -0.3976, -0.6328], [-2.0228, 1.3165, -0.8939], [-2.6654, 0.0858, 0.2636]]
}